Record 1
The following is a quantum chemistry calculation of a single C2H3N5O molecule in a non-equilibrium geometry, from the Open Molecules 2025 dataset.

XYZ file:
```
11
Properties=species:S:1:pos:R:3:forces:R:3:lowdin_charge:R:1
N 2.30865 0.07236 -0.64551 3.4 -2.6 -2.8 -0.0672
N 1.06476 0.54236 -0.65163 -0.6 -0.2 0.8 -0.0374
C 0.01090 -0.05949 -0.29312 1.7 3.0 -1.8 -0.3971
N -0.30655 -1.36907 -0.16913 -2.1 0.3 3.3 0.1272
N -1.28193 -1.49485 0.73890 3.0 -4.3 -4.1 -0.0170
N -1.94826 -0.51515 1.15713 -3.5 2.7 3.8 -0.0152
C -1.88646 0.70571 0.76295 1.3 -0.4 0.8 -0.1609
O -0.98375 1.00712 -0.11639 -0.5 0.3 -0.9 0.0680
H 2.51309 -1.13606 -0.77797 -1.0 4.6 0.1 0.1891
H 2.93340 0.72961 -1.33944 -2.0 -2.7 2.3 0.1464
H -2.42386 1.51746 1.33422 0.3 -0.9 -1.3 0.1642
```
Forces are in eV/Å.

* energy: -11614.38643 eV
* HOMO-LUMO gap: 7.0 eV
* largest force on an atom: 6.7 eV Å⁻¹
* SMILES string: N/N=c1\nnnco1
* ΔE to the lowest compared entry with this formula, charge and spin: 621.7 kJ/mol
* HOMO: -8.3690 eV

Record 2
The following is a quantum chemistry calculation of a molecular structure, C43H35LaN8S5 in a non-equilibrium geometry, from the Open Molecules 2025 dataset.

XYZ file:
```
92
Properties=species:S:1:pos:R:3:forces:R:3:lowdin_charge:R:1
La 0.48722 1.51247 -0.83178 0.3 0.5 0.6 1.5648
S 1.14783 3.89485 0.87274 -0.4 0.2 -0.5 0.5503
C 2.74380 4.48517 0.61754 0.1 -0.3 0.2 -0.7072
C 3.06035 5.76333 1.10053 0.0 0.0 0.0 -0.1332
C 4.29540 6.32457 0.88946 0.1 0.1 -0.1 -0.0970
C 5.26665 5.64497 0.16318 0.2 0.0 0.0 -0.1078
C 4.99062 4.37278 -0.29485 0.2 0.0 0.0 -0.1301
C 3.76260 3.77895 -0.03599 -0.1 -0.2 -0.2 -0.5438
S 3.55582 2.09089 -0.59464 -0.1 0.3 0.7 0.8923
C 3.94023 1.17684 0.95055 0.0 0.1 -0.6 -0.3571
C 2.85380 0.88429 1.95572 0.2 -0.1 0.2 -0.3241
C 3.28476 0.37531 3.18062 -0.2 -0.1 0.0 -0.0194
C 2.35287 0.11057 4.16569 0.0 0.1 -0.1 -0.0481
C 1.03377 0.45887 3.93567 0.1 0.1 -0.1 -0.0341
C 0.68292 1.00862 2.70914 0.2 -0.1 0.5 -0.4020
C -0.67280 1.61329 2.56271 -0.6 -0.1 -0.4 -0.3740
S -1.69420 0.90655 1.19351 0.1 0.6 0.1 0.7862
C -2.90453 2.21435 1.00492 0.2 -0.1 0.0 -0.5315
C -4.05947 2.06346 1.76327 -0.1 0.0 0.1 -0.1372
C -5.06068 3.00972 1.73493 -0.1 -0.1 0.1 -0.1081
C -4.89974 4.13463 0.93149 -0.1 0.0 0.0 -0.0944
C -3.77993 4.27412 0.15085 0.0 0.0 0.0 -0.1314
C -2.75851 3.30508 0.13190 0.1 0.0 0.0 -0.6923
S -1.46818 3.57571 -0.97843 0.0 0.0 0.1 0.5110
N 1.57098 1.13644 1.70987 -0.2 -0.5 -0.2 -0.0105
H 2.29195 6.28955 1.64532 -0.1 0.1 0.0 0.0924
H 4.51075 7.30557 1.28284 0.0 0.2 0.0 0.0990
H 6.22673 6.10147 -0.02183 0.1 0.0 -0.1 0.0935
H 5.72879 3.80767 -0.84417 0.1 0.0 -0.1 0.0956
H 4.71793 1.75234 1.45605 0.0 -0.1 -0.1 0.0979
H 4.37831 0.24013 0.59674 0.1 0.0 0.2 0.0658
H 4.33429 0.18557 3.34891 0.1 0.0 0.0 0.1186
H 2.65603 -0.31252 5.11190 0.0 0.0 0.1 0.1076
H 0.28748 0.33567 4.70468 -0.1 0.0 0.0 0.1128
H -0.56150 2.67627 2.33239 0.0 0.0 0.1 0.0354
H -1.25170 1.48242 3.47796 0.1 0.1 0.0 0.0868
H -4.15640 1.18166 2.37863 0.0 -0.1 0.1 0.0973
H -5.95158 2.87939 2.33052 -0.1 0.0 0.1 0.0926
H -5.66694 4.89466 0.91294 -0.1 0.1 0.0 0.0999
H -3.64782 5.13983 -0.48108 0.0 0.1 -0.1 0.0942
C -4.37975 0.07354 -1.10542 0.0 -0.1 0.0 -0.0830
C -4.74169 1.13058 -1.93973 0.1 -0.1 -0.1 -0.0649
C -3.81405 1.65467 -2.80700 0.2 -0.1 0.0 -0.0144
C -2.50301 1.14936 -2.77020 -0.3 -0.5 0.3 -0.4257
N -2.13213 0.17717 -1.89759 0.1 0.4 -0.2 0.0717
C -3.07159 -0.36705 -1.13413 -0.4 -0.3 0.1 -0.2112
N -1.47733 1.70683 -3.44532 1.3 0.4 -0.6 0.1177
C -0.43793 0.97916 -3.73204 -1.2 0.2 0.1 -0.3630
N 0.82359 1.34949 -3.39045 0.2 0.5 -0.3 0.0041
C 1.58144 0.21945 -3.38290 0.9 -0.5 0.1 -0.3744
N 2.74828 0.18213 -2.83038 -0.6 0.9 -0.6 0.1144
C 3.18222 -0.83458 -2.05198 0.2 -0.5 0.3 -0.4073
C 4.31993 -1.60173 -2.35111 -0.1 0.1 -0.1 -0.0165
C 4.74915 -2.54217 -1.44393 -0.1 0.1 0.1 -0.0693
C 4.07000 -2.66290 -0.23313 0.0 0.0 0.0 -0.0738
C 2.96910 -1.85731 -0.01581 0.1 -0.4 0.3 -0.2084
N 2.50848 -0.96834 -0.88863 0.0 0.2 -0.4 0.0848
C 0.82504 -0.91542 -3.94768 -0.8 -0.1 -0.2 -0.0870
C 1.15731 -2.22576 -4.22929 0.1 0.1 0.1 0.0039
C 0.17345 -3.02487 -4.79412 0.1 -0.1 0.0 -0.0685
C -1.08625 -2.51998 -5.08898 -0.1 0.0 0.0 -0.0654
C -1.42047 -1.20496 -4.80171 0.1 0.2 0.1 0.0000
C -0.45409 -0.41707 -4.21039 0.7 -0.7 0.0 -0.1026
H -5.09136 -0.36962 -0.42718 0.0 -0.1 0.1 0.0998
H -5.74370 1.53307 -1.90185 -0.1 0.0 0.0 0.1095
H -4.04840 2.45373 -3.49136 0.0 0.1 0.0 0.1138
H -2.73828 -1.18929 -0.51141 0.0 0.0 0.1 0.0762
H 4.80822 -1.44154 -3.29954 0.1 0.0 -0.1 0.1135
H 5.59592 -3.18084 -1.66160 0.0 0.1 0.0 0.1070
H 4.38816 -3.36886 0.51892 0.0 0.0 0.1 0.0976
H 2.42494 -1.91840 0.91656 0.0 -0.1 0.0 0.0315
H 2.14535 -2.61257 -4.02210 0.0 0.0 0.0 0.1100
H 0.39324 -4.05900 -5.00741 0.0 -0.1 -0.1 0.1016
H -1.81494 -3.16513 -5.55446 -0.1 -0.1 0.0 0.1026
H -2.39591 -0.80278 -5.02671 -0.2 0.0 0.0 0.1198
C -1.39168 -5.48382 4.42743 0.0 0.0 0.0 -0.0080
C -1.59592 -4.92709 3.06077 -0.2 -0.1 -0.2 -0.2749
C -2.41636 -5.46723 2.10716 0.1 0.1 0.0 0.0264
C -2.50645 -4.80489 0.85383 0.1 -0.1 0.4 -0.3032
N -1.83823 -3.71093 0.59681 -0.4 -0.1 -0.7 0.1054
C -1.01708 -3.18338 1.50570 0.6 0.3 0.6 -0.7936
S -0.08602 -1.84459 1.24673 0.2 0.1 0.0 0.7283
N -0.91905 -3.80354 2.74756 -0.2 -0.2 -0.2 0.0956
C -3.36750 -5.32040 -0.24711 -0.1 -0.1 0.0 -0.0159
H -1.93896 -6.41121 4.55598 0.0 -0.1 0.0 0.0855
H -1.73215 -4.77322 5.17969 0.0 0.0 0.0 0.0948
H -0.33461 -5.67513 4.60587 0.1 0.0 0.0 0.0930
H -2.97323 -6.36787 2.29846 0.0 -0.1 0.1 0.1134
H -0.28630 -3.37423 3.41044 0.0 0.0 -0.1 0.1383
H -3.78092 -6.29675 -0.01550 -0.1 -0.1 0.0 0.0761
H -2.77846 -5.37368 -1.16069 0.0 0.0 0.0 0.0908
H -4.17797 -4.61650 -0.43347 0.0 0.0 0.0 0.0927
```
Forces are in eV/Å.

* energy: -112119.65885 eV
* HOMO-LUMO gap: 5.5 eV
* largest force on an atom: 1.5 eV Å⁻¹
* ΔE to the lowest compared entry with this formula, charge and spin: 149.4 kJ/mol
* HOMO: -5.9251 eV

Record 3
The following is a quantum chemistry calculation of 2 unconnected molecules or ions with the total composition C12H16FN2 in a non-equilibrium geometry, from the Open Molecules 2025 dataset.

XYZ file:
```
31
Properties=species:S:1:pos:R:3:forces:R:3:lowdin_charge:R:1
C -3.43064 -1.37384 0.39784 0.4 1.6 0.8 -0.0476
C -4.07311 -0.13379 0.22570 -0.5 -0.1 -0.9 -0.0526
C -2.01333 -1.37440 0.35823 -2.4 -1.3 0.2 -0.1063
C -3.31819 0.99807 -0.07285 1.7 -2.2 0.7 -0.0024
C -1.28391 -0.28003 0.06187 3.2 -0.2 -0.5 -0.0106
C -1.93875 0.88715 -0.09732 -0.6 0.8 -0.6 -0.2687
C 1.35976 1.50997 -0.01743 -0.7 0.6 3.1 -0.3348
C 1.28102 0.70796 1.27340 -1.8 -0.6 -1.7 -0.0205
C 1.71080 -0.66591 0.74189 0.4 1.2 0.6 -0.2442
C 1.06429 -0.53713 -0.61206 -3.7 -3.0 1.0 -0.2159
C 3.23482 -0.77644 0.55831 -2.6 -0.2 -1.0 0.0132
C 0.78136 -1.63529 -1.59411 3.1 -0.2 -0.1 0.0095
N 1.14387 0.74842 -1.03674 1.3 -0.2 -0.1 0.1904
N 1.44612 2.80388 0.03300 0.6 0.5 2.8 0.2503
F -1.26298 2.05709 -0.43816 0.0 -0.4 0.2 0.0050
H -3.99478 -2.23849 0.75141 0.3 0.1 -0.5 0.1124
H -5.16684 -0.04856 0.15245 0.5 -0.2 0.4 0.1187
H -1.61742 -2.32986 0.57421 1.0 -0.9 0.1 0.0926
H -3.57826 1.94767 -0.34742 -1.8 2.2 -0.4 0.0944
H 1.80950 1.22141 2.00448 1.3 0.4 1.6 0.1107
H 0.15413 0.63668 1.58944 1.7 0.3 -0.9 0.1730
H 1.33902 -1.47424 1.30813 -0.7 -0.9 0.5 0.1451
H 3.54107 0.18405 0.30655 1.2 1.4 -1.3 0.0729
H 3.28001 -1.54639 -0.15319 0.9 -0.5 -1.8 0.0722
H 3.89679 -1.12583 1.25615 0.8 -0.7 2.8 0.0704
H 1.74567 -2.27876 -1.89541 -2.1 1.4 0.7 0.1524
H 0.39316 -1.13687 -2.44674 -0.3 0.1 -1.2 0.0763
H -0.01477 -2.22074 -1.20741 -0.3 -1.0 0.3 0.0605
H 1.08181 0.96347 -1.99446 -0.2 0.7 -1.2 0.1855
H 1.40918 3.22387 1.01050 0.1 -0.6 -2.1 0.1896
H 1.02060 3.28689 -0.69025 -0.6 1.6 -1.6 0.1085
```
Forces are in eV/Å.

* energy: -18391.18593 eV
* total charge: +1
* HOMO-LUMO gap (spin up / spin down): 7.8 / 7.8 eV
* largest force on an atom: 4.9 eV Å⁻¹
* ΔE to the lowest compared entry with this formula, charge and spin: 182.3 kJ/mol
* HOMO (spin up / spin down): -11.7974 / -11.7928 eV

Question: Which formula does entry 1 have?
Answer: C2H3N5O